1.
91
Properties=species:S:1:pos:R:3:forces:R:3 method="wB97M-V/def2-TZVPD" multiplicity=1 largest_force_ev_per_a=2.17 energy_ev=-250072.70885 orbital_gap_ev=8.61
C 2.718 -4.922 -2.127 0.0313 0.2516 -0.2553
C 1.696 -4.128 -2.876 -0.3528 -0.0555 0.3301
Br 2.013 -3.733 -4.700 0.1267 -0.0737 -0.0513
C 0.579 -3.660 -2.334 0.0170 0.1262 0.0312
Br 0.209 -4.028 -0.501 0.0114 0.0404 -0.1083
C -0.463 -2.842 -2.993 0.0182 0.1769 -0.1177
C -1.648 -3.480 -3.347 -0.3191 0.4041 -0.1926
C -2.713 -2.796 -3.945 0.1107 0.0085 -0.1166
C -4.015 -3.456 -4.324 0.1866 0.1299 0.1502
C -4.657 -4.294 -3.219 -0.1423 0.1465 -0.5365
C -6.151 -4.436 -3.444 0.3448 -0.4271 0.0409
Cl -3.944 -5.949 -3.228 0.0564 -0.0373 0.2620
C -2.516 -1.436 -4.150 0.0349 -0.1383 -0.2224
C -1.321 -0.800 -3.823 0.1455 -0.2648 0.0340
C -0.255 -1.472 -3.241 -0.0294 -0.0360 -0.1765
C 1.000 -0.737 -2.872 -0.4894 -0.0211 -0.2196
C -1.464 0.640 -4.200 -0.6251 -1.4622 0.9820
O -0.680 1.423 -4.573 0.9119 1.1550 -0.2481
N -2.927 0.874 -4.158 0.0474 0.2506 -0.6191
S -3.437 1.326 -2.634 -0.4149 1.8340 1.0747
C -4.471 0.052 -1.989 0.0532 -0.6752 -0.2232
O -2.289 1.464 -1.779 0.5037 -0.8124 -0.3751
O -4.232 2.513 -2.723 -0.4335 -0.3187 -0.4968
C -3.434 -0.392 -4.710 0.7166 -0.2819 0.9070
O -4.309 -0.461 -5.498 -0.9113 -0.1110 -0.2839
H 2.259 -5.781 -1.651 -0.0771 -0.1732 0.0216
H 3.513 -5.247 -2.785 0.1478 -0.0550 -0.0146
H 3.114 -4.284 -1.340 0.2247 -0.0037 0.1259
H -1.748 -4.535 -3.148 0.0209 -0.1170 0.0700
H -4.723 -2.680 -4.601 -0.0948 0.1217 -0.0490
H -3.870 -4.060 -5.218 -0.0525 -0.1577 -0.0599
H -4.452 -3.840 -2.255 0.1224 -0.1664 0.2158
H -6.303 -4.967 -4.379 -0.1644 0.0847 -0.2110
H -6.623 -3.460 -3.490 -0.1416 0.1278 0.0463
H -6.586 -5.048 -2.661 -0.1660 0.0822 0.1485
H 0.832 -0.222 -1.929 0.1350 0.0207 0.1822
H 1.197 0.017 -3.627 0.1574 0.0982 -0.0406
H 1.843 -1.405 -2.789 0.2154 -0.0717 0.1570
H -4.031 -0.936 -2.092 0.2647 -0.0128 -0.0432
H -4.532 0.275 -0.931 -0.1221 0.2119 0.1370
H -5.448 0.052 -2.456 -0.1015 0.2522 -0.1021
O -4.758 -0.125 2.265 -0.1596 -0.0339 -0.0223
C -4.644 1.052 2.154 -0.1002 -0.1281 0.0840
O -4.750 1.723 0.987 0.0216 0.0987 0.0676
C -4.695 3.127 1.273 0.0461 0.1855 -0.3019
C -3.977 3.139 2.604 -0.2758 0.0720 0.1259
F -4.388 4.155 3.397 -0.0039 -0.0796 0.0240
O -4.381 1.903 3.178 0.2981 0.0115 -0.2332
H -5.709 3.521 1.356 0.0050 -0.0027 0.1633
H -4.164 3.659 0.488 0.0541 -0.2182 -0.0948
H -2.889 3.161 2.532 0.0071 0.0747 0.0715
O 3.158 -1.866 0.472 -0.0561 -0.0245 -0.0750
C 3.360 -0.701 0.408 -0.0983 -0.0319 0.1092
O 3.285 0.037 -0.729 0.0798 0.0787 0.0808
C 3.446 1.414 -0.375 -0.0031 0.1094 -0.2202
C 4.191 1.309 0.935 -0.3743 0.0365 0.1026
F 3.864 2.323 1.783 0.0738 -0.0708 0.0082
O 3.704 0.088 1.463 0.2150 -0.0459 -0.2243
H 2.466 1.878 -0.248 0.0151 0.0046 0.1356
H 4.000 1.951 -1.141 0.0397 -0.1979 -0.0946
H 5.270 1.257 0.841 0.0394 0.0314 0.0578
O 6.911 0.848 2.450 -0.0611 0.0278 -0.0634
C 7.109 2.017 2.416 -0.0120 -0.0951 0.1877
O 7.054 2.773 1.291 0.0517 0.1496 0.1187
C 7.207 4.149 1.675 -0.0475 0.0595 -0.1940
C 7.921 4.019 3.001 -0.2056 0.2363 0.0691
F 7.571 5.007 3.859 -0.0233 -0.0984 0.0176
O 7.426 2.779 3.492 0.2930 -0.0248 -0.2189
H 6.224 4.608 1.790 0.0021 -0.0226 0.1383
H 7.778 4.698 0.932 0.0562 -0.2022 -0.0923
H 9.006 3.968 2.931 -0.0297 0.1142 0.1017
O 10.845 3.479 3.826 0.1369 -0.0102 0.0310
C 10.839 2.824 4.817 0.0753 0.0502 -0.0254
O 11.383 1.594 4.930 -0.0481 0.0350 0.1231
C 11.291 1.193 6.302 0.0537 -0.2534 -0.0158
C 10.149 2.050 6.800 0.1543 0.1499 0.1550
F 10.300 2.397 8.099 0.0038 0.0508 -0.0596
O 10.268 3.208 5.989 -0.1889 -0.2198 -0.1561
H 12.223 1.432 6.815 -0.0613 0.1039 0.0786
H 11.097 0.127 6.382 -0.0321 0.0020 -0.2151
H 9.158 1.615 6.659 -0.0302 0.0290 0.0958
O -10.031 2.810 1.565 -0.0202 0.0074 0.0428
C -9.654 1.717 1.813 -0.0448 0.0835 0.0946
O -8.371 1.388 2.111 -0.1000 -0.1501 -0.0510
C -8.345 0.006 2.485 0.4248 -0.1356 0.0056
C -9.589 -0.526 1.815 -0.1866 0.0900 0.2886
F -10.160 -1.531 2.522 -0.0315 0.0558 -0.0277
O -10.445 0.603 1.830 0.2245 0.0262 -0.2914
H -8.404 -0.078 3.571 -0.1562 -0.0682 -0.0049
H -7.433 -0.474 2.140 0.0643 0.1965 -0.0723
H -9.445 -0.856 0.785 -0.0520 -0.1069 0.0226



2.
9
Properties=species:S:1:pos:R:3:forces:R:3 method="wB97M-V/def2-TZVPD" multiplicity=1 largest_force_ev_per_a=0.34 energy_ev=-4217.91135 smiles=COC orbital_gap_ev=10.96
C 1.101 -0.106 0.437 0.2765 0.1553 0.0451
O -0.205 -0.626 0.443 -0.0502 -0.1001 0.1247
C -1.116 0.031 -0.397 -0.2555 0.1499 -0.1762
H 1.113 0.981 0.267 -0.0693 -0.1515 0.0194
H 1.533 -0.298 1.424 -0.0190 -0.0155 -0.1963
H 1.736 -0.585 -0.325 -0.1974 0.0965 0.0732
H -0.853 -0.034 -1.465 0.0982 -0.0244 0.1849
H -1.226 1.095 -0.129 0.0997 -0.1750 -0.0403
H -2.083 -0.457 -0.255 0.1170 0.0648 -0.0345



3.
37
Properties=species:S:1:pos:R:3:forces:R:3 method="wB97M-V/def2-TZVPD" multiplicity=1 largest_force_ev_per_a=1.31 energy_ev=-25870.00582 smiles="CCc1nc2ccccc2n1CC(=O)Nc1cc(C)on1" orbital_gap_ev=8.97
C -1.278 1.560 -3.276 0.0394 -0.1592 0.0635
C -0.539 0.553 -2.403 -0.1395 0.0766 -0.1013
C 0.545 1.210 -1.621 0.0397 -0.0287 -0.0419
N 0.771 2.488 -1.598 -0.4522 0.1669 -0.3568
C 1.839 2.672 -0.756 0.3621 -0.6160 0.3774
C 2.493 3.836 -0.374 -0.0329 -0.1092 -0.0126
C 3.553 3.716 0.501 0.0437 0.1965 0.0158
C 3.959 2.475 0.993 0.0849 -0.0956 0.0505
C 3.323 1.306 0.625 0.0445 -0.1669 0.0531
C 2.262 1.420 -0.256 0.1012 0.6865 -0.0341
N 1.426 0.494 -0.840 -0.0084 0.1511 -0.0834
C 1.439 -0.924 -0.614 -0.0888 -0.0919 0.2057
C 0.387 -1.297 0.441 0.1948 -0.0966 -0.3698
O 0.468 -0.938 1.589 0.0773 0.1143 0.1884
N -0.644 -2.039 -0.056 -0.1596 -0.3000 -0.4140
C -1.734 -2.487 0.665 -0.8745 -0.3904 0.5309
C -2.061 -2.287 2.029 -0.4367 -0.2638 -0.0370
C -3.245 -2.956 2.169 0.6983 0.4214 -0.0914
C -4.142 -3.166 3.331 0.0164 -0.0900 -0.1170
O -3.589 -3.502 0.993 -0.3921 -0.0386 0.6887
N -2.651 -3.210 0.061 0.9315 0.3017 -0.8725
H -2.075 1.067 -3.828 -0.0554 -0.0212 -0.0413
H -0.590 2.023 -3.977 0.0072 0.0845 -0.0719
H -1.702 2.344 -2.656 -0.0494 0.0947 -0.0103
H -0.107 -0.234 -3.030 -0.0388 -0.0628 0.0669
H -1.243 0.080 -1.710 0.0503 -0.0715 -0.0558
H 2.173 4.793 -0.754 -0.0399 0.1173 -0.0473
H 4.083 4.602 0.819 0.0342 0.0701 0.0237
H 4.790 2.429 1.682 0.0567 -0.0132 0.0524
H 3.637 0.352 1.023 0.0292 -0.0727 0.0715
H 1.271 -1.456 -1.555 0.0846 0.0475 0.0924
H 2.423 -1.196 -0.219 -0.1633 -0.0448 -0.0967
H -0.654 -2.327 -1.025 0.1463 0.1316 0.0722
H -1.500 -1.740 2.754 0.0576 0.0968 0.1914
H -4.334 -2.221 3.833 -0.0504 0.0176 0.0193
H -5.079 -3.598 2.991 -0.0824 -0.0011 0.0570
H -3.678 -3.844 4.046 -0.0352 -0.0406 0.0344



4.
24
Properties=species:S:1:pos:R:3:forces:R:3 method="wB97M-V/def2-TZVPD" multiplicity=1 largest_force_ev_per_a=1.75 energy_ev=-16639.62798 smiles=O.O.O.O.O.O.O.O orbital_gap_ev=10.89
O 3.092 1.241 2.142 -0.0140 0.4355 0.3366
H 2.573 0.757 1.502 -0.4616 -0.4087 -0.3080
H 3.971 0.900 1.992 0.4398 -0.0396 0.1700
O 0.247 1.207 -0.481 0.7718 0.0267 -0.7549
H 0.107 0.628 -1.253 -0.1477 0.2212 0.1314
H -0.094 0.690 0.250 0.0145 -0.4213 0.6813
O -2.121 2.256 -0.082 -1.0170 0.2573 0.2708
H -2.603 1.431 0.060 0.3285 0.2443 -0.0942
H -1.175 2.055 -0.092 -0.0686 -0.0691 -0.3224
O -2.786 -0.433 -3.657 -0.3630 -0.6186 -0.7198
H -1.959 -0.292 -3.209 0.3029 0.2540 0.5699
H -3.410 0.221 -3.355 -0.0830 0.3874 0.2221
O 2.141 -0.721 0.154 1.2388 0.1100 -0.0966
H 1.793 0.040 -0.313 -0.8315 0.4811 -0.2322
H 3.083 -0.602 -0.060 -0.2146 -0.6245 0.2263
O 0.172 -2.420 2.050 0.8064 -0.6723 -0.3072
H 0.097 -1.483 2.169 0.5376 1.0598 -0.3841
H -0.655 -2.663 2.417 -1.2449 -1.0977 0.5472
O -0.496 0.176 1.974 -0.2407 -0.4140 -1.0667
H 0.040 0.577 2.633 0.6751 0.8013 1.0192
H -1.385 0.112 2.304 -0.5526 0.2158 0.3416
O -0.288 -0.866 -2.203 0.2848 0.3413 -1.2583
H 0.053 -1.073 -3.087 0.0743 0.3982 0.1130
H -0.398 -1.738 -1.855 -0.2353 -0.8680 0.9150